Record 1
A structure of composition C28H29NOS4SiTaTe, computed with ωB97M-V with the def2-TZVPD basis set.

Properties
**Calculated total energy**: -93106.479 eV
**Multiplicity**: 1
**HOMO**: -9.7 eV
**LUMO energy**: -4.42 eV
**Total charge**: +1
**Strongest force on any atom**: 0.6 eV/Å
**Relative energy (zero: lowest compared OMol25 entry of this formula, charge and spin)**: 60.4 kcal per mole
**Kohn-Sham gap**: 0.1953 hartree

Last column: Mulliken charge in e.
Positions of all 66 atoms, in Å:
Ta (0.609, 0.930, -1.392)  0.34
S (2.682, 2.142, -1.836)  -0.38
C (3.213, 2.752, -0.263)  0.75
C (4.567, 2.910, 0.010)  -0.73
C (4.973, 3.453, 1.217)  -0.65
C (4.040, 3.857, 2.164)  -0.67
C (2.688, 3.714, 1.901)  -0.49
C (2.288, 3.147, 0.700)  0.43
S (0.571, 2.954, 0.296)  -0.12
C (-0.048, 1.961, 1.677)  -0.84
C (-1.181, 1.116, 1.169)  0.23
C (-2.137, 0.706, 2.035)  -0.83
C (-3.187, -0.157, 1.564)  -0.67
C (-3.224, -0.470, 0.266)  -0.94
C (-2.260, 0.055, -0.698)  1.34
C (-2.479, -0.126, -2.007)  -1.38
S (0.755, -1.236, -2.433)  -0.44
C (1.065, -2.341, -1.100)  0.62
C (0.716, -3.670, -1.234)  -0.50
C (0.878, -4.593, -0.186)  -0.52
C (1.414, -4.183, 1.000)  -0.52
C (1.787, -2.820, 1.183)  -0.94
C (1.640, -1.890, 0.103)  -0.13
S (2.096, -0.258, 0.331)  -0.07
N (-1.124, 0.746, -0.165)  0.30
H (5.297, 2.602, -0.724)  0.49
H (6.027, 3.565, 1.420)  0.39
H (4.363, 4.288, 3.100)  0.42
H (1.952, 4.042, 2.621)  0.42
H (-0.390, 2.614, 2.478)  0.72
H (0.784, 1.346, 2.031)  0.22
H (-2.131, 1.077, 3.050)  0.45
H (-3.935, -0.527, 2.250)  0.45
H (-4.014, -1.085, -0.139)  0.42
H (-1.863, 0.273, -2.791)  0.14
H (-3.345, -0.696, -2.305)  0.25
H (0.283, -4.003, -2.168)  0.47
H (0.583, -5.622, -0.329)  0.45
H (1.562, -4.880, 1.813)  0.47
H (2.458, -2.557, 1.991)  0.68
Te (-0.227, -1.901, 2.150)  0.67
C (-1.147, -3.495, 3.105)  0.04
C (-0.957, -3.694, 4.474)  -0.40
C (-1.624, -4.727, 5.114)  -0.60
C (-2.462, -5.563, 4.390)  -0.39
C (-2.650, -5.369, 3.028)  -0.63
C (-2.000, -4.332, 2.382)  -0.13
H (-0.294, -3.049, 5.032)  0.41
H (-1.488, -4.880, 6.175)  0.40
H (-2.974, -6.372, 4.892)  0.40
H (-3.310, -6.023, 2.474)  0.40
H (-2.156, -4.162, 1.324)  0.45
C (-2.218, 2.794, -4.520)  -1.07
Si (-0.417, 2.915, -4.103)  0.29
C (0.028, 4.546, -3.344)  -0.92
C (0.696, 2.425, -5.501)  -1.02
O (-0.142, 1.736, -2.860)  0.44
H (-2.486, 3.581, -5.223)  0.39
H (-2.838, 2.916, -3.633)  0.32
H (-2.469, 1.840, -4.982)  0.33
H (-0.039, 5.335, -4.093)  0.41
H (1.049, 4.535, -2.960)  0.28
H (-0.650, 4.806, -2.531)  0.29
H (0.709, 3.207, -6.261)  0.38
H (0.370, 1.502, -5.978)  0.32
H (1.723, 2.289, -5.156)  0.30

=====

Record 2
A cluster of 19 separate species, C66H184N14O24 in total at a distorted geometry, computed with ωB97M-V with the def2-TZVPD basis set.

Properties
**Calculated total energy**: -141408.305 eV
**Multiplicity**: 1
**HOMO**: -8.7 eV
**LUMO energy**: 0.26 eV
**Strongest force on any atom**: 3.7 eV/Å
**Kohn-Sham gap**: 0.3300 hartree

Last column: Mulliken charge in e.
Positions of all 288 atoms, in Å:
C (26.080, -8.288, -13.004)  -1.06
C (27.153, -7.826, -14.034)  0.44
C (26.729, -7.361, -15.419)  -0.01
O (26.293, -6.038, -15.419)  -0.64
C (25.985, -5.558, -16.787)  -0.39
N (27.946, -6.773, -13.499)  -0.83
H (25.205, -7.647, -13.108)  0.29
H (26.359, -8.305, -11.951)  0.44
H (25.901, -9.338, -13.237)  0.02
H (27.827, -8.660, -14.227)  0.28
H (26.115, -8.094, -15.943)  0.15
H (27.690, -7.334, -15.932)  0.02
H (26.889, -5.364, -17.364)  0.35
H (25.586, -4.568, -16.564)  0.16
H (25.309, -6.195, -17.358)  0.16
H (27.642, -5.917, -13.941)  0.29
H (27.713, -6.590, -12.533)  0.30
C (24.002, -3.119, -18.831)  -1.63
C (24.761, -3.142, -20.161)  0.17
C (26.078, -3.959, -20.044)  0.08
O (26.969, -3.353, -19.172)  -0.49
C (28.339, -3.649, -19.455)  -0.60
N (23.901, -3.453, -21.240)  -0.05
H (23.665, -4.135, -18.625)  0.22
H (23.203, -2.379, -18.885)  0.57
H (24.700, -2.865, -18.032)  0.30
H (25.000, -2.099, -20.369)  0.09
H (26.497, -4.091, -21.041)  0.51
H (25.989, -5.020, -19.812)  -0.05
H (28.619, -3.934, -20.469)  0.20
H (28.761, -4.483, -18.893)  0.18
H (29.025, -2.836, -19.216)  0.36
H (23.121, -2.851, -21.020)  0.29
H (23.630, -4.422, -21.331)  -0.05
C (24.742, -14.771, -25.197)  -1.34
C (23.222, -14.972, -25.276)  1.38
C (22.547, -13.611, -25.835)  -0.57
O (23.010, -12.564, -24.961)  -0.11
C (22.248, -11.358, -24.948)  -0.09
N (22.831, -16.061, -26.149)  -0.78
H (25.372, -14.244, -25.914)  0.31
H (25.162, -15.750, -24.967)  0.44
H (24.908, -14.220, -24.271)  0.08
H (22.851, -15.335, -24.317)  -0.34
H (21.490, -13.728, -25.595)  0.10
H (22.780, -13.470, -26.890)  0.27
H (22.490, -10.780, -24.056)  -0.14
H (21.185, -11.596, -24.987)  0.17
H (22.589, -10.703, -25.749)  0.09
H (22.857, -17.003, -25.785)  0.29
H (23.579, -16.127, -26.824)  0.24
C (18.771, -5.269, -19.851)  -1.22
C (18.795, -6.804, -19.542)  -0.22
C (19.719, -7.684, -20.458)  0.54
O (19.285, -9.073, -20.364)  -0.64
C (20.128, -9.845, -21.222)  0.15
N (19.037, -6.888, -18.140)  -0.43
H (18.839, -5.065, -20.919)  0.22
H (19.649, -4.749, -19.467)  0.31
H (17.832, -4.795, -19.569)  0.34
H (17.789, -7.195, -19.692)  0.41
H (20.699, -7.452, -20.042)  0.29
H (19.615, -7.332, -21.485)  -0.28
H (19.685, -10.840, -21.258)  -0.23
H (21.118, -10.036, -20.807)  0.27
H (20.197, -9.588, -22.279)  0.02
H (19.896, -6.422, -17.887)  0.05
H (18.928, -7.849, -17.848)  0.27
C (21.024, -8.085, -27.854)  -0.12
C (20.504, -7.944, -29.229)  -0.11
C (18.987, -7.600, -29.223)  -0.98
O (18.063, -8.441, -28.448)  -0.28
C (18.057, -9.847, -28.439)  -0.36
N (21.400, -6.964, -29.767)  -0.10
H (21.120, -7.138, -27.323)  0.12
H (21.936, -8.681, -27.888)  -0.01
H (20.351, -8.720, -27.277)  -0.17
H (20.641, -8.874, -29.782)  0.66
H (18.633, -7.721, -30.247)  0.35
H (18.857, -6.532, -29.045)  0.31
H (17.019, -10.121, -28.626)  0.31
H (17.989, -10.076, -27.375)  -0.07
H (18.843, -10.305, -29.039)  0.31
H (21.134, -6.109, -29.299)  -0.09
H (21.163, -6.865, -30.744)  0.28
C (18.758, -8.116, -24.730)  0.45
C (17.351, -7.981, -23.973)  0.96
C (16.165, -7.958, -24.942)  -1.25
O (15.195, -7.205, -24.194)  -0.37
C (14.213, -6.621, -24.953)  -0.88
N (17.185, -9.232, -23.216)  -0.40
H (18.776, -7.669, -25.724)  0.41
H (19.043, -9.160, -24.853)  -0.40
H (19.563, -7.679, -24.139)  -0.91
H (17.391, -7.029, -23.442)  0.19
H (15.752, -8.947, -25.138)  0.55
H (16.455, -7.389, -25.825)  0.45
H (14.541, -5.999, -25.785)  0.32
H (13.581, -6.084, -24.246)  0.29
H (13.489, -7.312, -25.385)  0.33
H (17.621, -9.036, -22.327)  -0.09
H (16.225, -9.228, -22.904)  0.35
C (21.904, -6.959, -24.419)  -1.00
C (23.187, -6.082, -24.366)  -0.25
C (24.368, -6.604, -23.542)  -0.79
O (23.984, -6.741, -22.199)  0.09
C (24.544, -7.746, -21.380)  -0.50
N (23.485, -5.572, -25.735)  1.50
H (22.035, -7.995, -24.733)  0.32
H (21.073, -6.537, -24.983)  0.39
H (21.708, -7.092, -23.355)  0.19
H (22.863, -5.225, -23.776)  0.02
H (25.055, -5.768, -23.674)  0.09
H (24.831, -7.516, -23.919)  0.58
H (25.320, -7.393, -20.701)  0.09
H (24.846, -8.696, -21.821)  -0.01
H (23.670, -8.082, -20.820)  0.26
H (24.166, -4.836, -25.614)  -0.18
H (23.925, -6.303, -26.273)  -0.69
C (23.253, -13.212, -14.191)  -1.35
C (23.545, -11.933, -13.364)  0.99
C (22.722, -10.657, -13.867)  -1.07
O (23.281, -9.810, -14.844)  -0.09
C (23.883, -10.416, -16.008)  -1.17
N (23.216, -12.054, -11.952)  -0.80
H (24.014, -13.876, -13.780)  0.34
H (23.371, -13.039, -15.260)  0.21
H (22.270, -13.680, -14.142)  0.34
H (24.628, -11.826, -13.313)  0.18
H (22.465, -10.014, -13.026)  0.45
H (21.840, -11.024, -14.393)  0.28
H (23.210, -10.901, -16.715)  0.67
H (24.605, -11.229, -15.926)  0.41
H (24.449, -9.683, -16.582)  0.11
H (23.822, -12.604, -11.360)  0.25
H (23.286, -11.099, -11.631)  0.23
C (17.940, -0.952, -27.496)  -1.16
C (17.078, -1.524, -26.407)  0.66
C (17.880, -2.548, -25.548)  -0.76
O (17.005, -2.977, -24.442)  -0.43
C (17.097, -4.341, -24.120)  -0.85
N (16.596, -0.501, -25.469)  -0.86
H (18.433, -0.096, -27.034)  0.38
H (17.499, -0.771, -28.476)  0.36
H (18.715, -1.702, -27.652)  0.02
H (16.162, -1.978, -26.787)  0.36
H (18.771, -2.077, -25.134)  0.28
H (18.324, -3.349, -26.139)  0.41
H (18.094, -4.652, -23.809)  0.21
H (16.671, -4.945, -24.921)  0.40
H (16.651, -4.625, -23.167)  0.43
H (16.126, -0.994, -24.723)  0.30
H (15.776, -0.119, -25.918)  0.27
C (24.612, -11.449, -19.342)  -1.72
C (24.941, -11.199, -20.792)  2.01
C (25.900, -12.173, -21.464)  -1.19
O (26.418, -11.667, -22.702)  -0.28
C (27.243, -10.556, -22.589)  -0.39
N (23.674, -11.236, -21.569)  1.08
H (25.297, -11.131, -18.556)  0.51
H (24.384, -12.513, -19.273)  0.15
H (23.632, -11.052, -19.080)  0.20
H (25.451, -10.236, -20.756)  -0.65
H (25.460, -13.165, -21.562)  0.16
H (26.676, -12.310, -20.711)  0.50
H (28.207, -10.689, -22.098)  0.33
H (26.843, -9.670, -22.096)  0.02
H (27.547, -10.240, -23.587)  0.28
H (23.835, -11.293, -22.565)  -0.24
H (23.186, -10.367, -21.405)  -0.65
C (29.114, -8.646, -18.573)  -1.39
C (29.475, -7.599, -19.592)  0.53
C (30.461, -7.872, -20.749)  -0.85
O (30.025, -9.017, -21.481)  -0.25
C (30.443, -9.076, -22.867)  -0.68
N (28.181, -7.255, -20.242)  0.24
H (28.289, -8.371, -17.916)  0.10
H (30.002, -8.931, -18.009)  0.49
H (28.814, -9.569, -19.069)  0.24
H (29.904, -6.693, -19.163)  0.39
H (31.415, -8.030, -20.246)  0.46
H (30.454, -7.051, -21.467)  0.35
H (31.518, -9.260, -22.841)  0.36
H (30.116, -8.195, -23.420)  0.19
H (29.995, -9.940, -23.359)  0.30
H (28.238, -7.842, -21.061)  -0.07
H (28.155, -6.305, -20.585)  -0.19
C (19.470, -3.944, -15.174)  -1.61
C (19.950, -4.229, -13.769)  0.81
C (21.286, -5.068, -13.644)  -0.89
O (21.439, -6.201, -14.506)  -0.32
C (21.946, -5.927, -15.847)  -0.41
N (20.303, -2.919, -13.202)  -0.76
H (20.380, -3.588, -15.657)  0.35
H (18.817, -3.075, -15.099)  0.43
H (18.948, -4.733, -15.716)  0.24
H (19.019, -4.647, -13.385)  0.29
H (21.124, -5.517, -12.664)  0.25
H (22.164, -4.430, -13.548)  0.41
H (22.727, -5.176, -15.961)  0.49
H (21.193, -5.547, -16.537)  -0.22
H (22.300, -6.846, -16.314)  0.37
H (20.569, -2.405, -14.030)  0.28
H (19.408, -2.535, -12.933)  0.32
C (21.731, -14.960, -21.914)  -1.21
C (21.266, -14.534, -20.596)  0.65
C (22.259, -14.978, -19.524)  -0.46
O (22.431, -16.403, -19.455)  -0.37
C (22.869, -16.905, -18.144)  -0.75
N (21.146, -13.095, -20.565)  -0.43
H (22.586, -14.322, -22.139)  0.18
H (20.886, -14.853, -22.594)  0.26
H (22.088, -15.981, -21.779)  0.45
H (20.323, -15.054, -20.429)  0.44
H (22.052, -14.557, -18.540)  0.48
H (23.182, -14.454, -19.774)  -0.21
H (23.839, -16.569, -17.779)  0.29
H (22.892, -17.986, -18.004)  0.29
H (22.068, -16.579, -17.481)  0.33
H (21.980, -12.683, -20.959)  -0.01
H (20.403, -12.845, -21.202)  0.10
C (24.571, -1.592, -25.233)  -1.69
C (25.727, -2.138, -24.433)  1.43
C (26.725, -2.871, -25.348)  -0.89
O (26.120, -4.048, -25.807)  -0.08
C (26.951, -4.783, -26.780)  -0.69
N (26.216, -1.014, -23.613)  -0.77
H (24.157, -2.335, -25.914)  0.15
H (24.949, -0.710, -25.750)  0.45
H (23.762, -1.250, -24.587)  0.41
H (25.302, -2.873, -23.749)  -0.28
H (27.635, -3.137, -24.809)  0.25
H (27.021, -2.137, -26.097)  0.40
H (26.414, -4.724, -27.727)  0.27
H (27.006, -5.784, -26.352)  0.01
H (27.936, -4.407, -27.056)  0.43
H (26.807, -1.176, -22.811)  0.26
H (25.408, -0.544, -23.230)  0.29
C (30.598, -5.952, -25.425)  -0.44
C (31.065, -5.034, -24.241)  -0.58
O (30.223, -5.406, -23.229)  -0.41
O (29.163, -6.235, -25.363)  -0.33
H (31.248, -6.826, -25.379)  0.26
H (30.739, -5.476, -26.396)  0.51
H (31.016, -3.989, -24.547)  0.25
H (32.037, -5.236, -23.791)  0.30
H (29.630, -6.004, -23.691)  0.21
H (29.032, -6.828, -26.107)  0.12
C (24.551, -7.442, -33.609)  -0.63
C (23.880, -6.840, -32.367)  -0.26
O (24.014, -7.508, -31.059)  -0.44
O (23.985, -8.699, -33.966)  -0.51
H (25.577, -7.650, -33.303)  0.33
H (24.569, -6.847, -34.522)  0.37
H (22.844, -6.918, -32.699)  0.19
H (24.198, -5.798, -32.357)  0.34
H (23.562, -6.910, -30.459)  0.17
H (24.498, -9.043, -34.700)  0.29
C (18.057, -13.323, -23.193)  0.06
C (17.523, -12.555, -24.387)  -0.59
O (18.293, -11.511, -24.752)  -0.05
O (17.771, -12.591, -22.008)  -0.48
H (19.145, -13.330, -23.251)  -0.30
H (17.544, -14.280, -23.088)  0.51
H (16.476, -12.313, -24.204)  0.27
H (17.586, -13.185, -25.274)  0.35
H (18.161, -10.905, -24.019)  -0.08
H (16.967, -12.814, -21.533)  0.25
C (22.488, -3.488, -28.246)  0.67
C (21.970, -2.210, -28.922)  -0.92
O (22.804, -1.878, -29.988)  -0.55
O (21.717, -3.800, -27.148)  -0.35
H (23.570, -3.387, -28.156)  -0.10
H (22.416, -4.249, -29.023)  -0.17
H (21.724, -1.363, -28.282)  0.41
H (20.934, -2.350, -29.229)  0.33
H (22.385, -1.134, -30.425)  0.32
H (22.124, -4.400, -26.519)  0.14
C (25.326, -8.470, -27.998)  1.10
C (26.752, -8.177, -28.351)  -1.02
O (27.583, -8.188, -27.245)  -0.36
O (24.990, -9.801, -27.558)  -0.45
H (24.734, -8.175, -28.864)  -0.17
H (25.039, -7.745, -27.236)  -0.35
H (26.893, -7.254, -28.913)  0.35
H (27.142, -8.898, -29.070)  0.44
H (27.459, -9.107, -26.997)  0.24
H (24.792, -10.170, -28.422)  0.34